{"formula": "C4H38O14S", "method": "the ωB97M-V functional and the def2-TZVPD basis", "e_homo_ev": -8.403, "symbols": ["C", "C", "C", "S", "C", "H", "H", "H", "H", "H", "H", "H", "H", "H", "H", "H", "H", "O", "H", "H", "O", "H", "H", "O", "H", "H", "O", "H", "H", "O", "H", "H", "O", "H", "H", "O", "H", "H", "O", "H", "H", "O", "H", "H", "O", "H", "H", "O", "H", "H", "O", "H", "H", "O", "H", "H", "O"], "positions_angstrom": [[0.853, -0.146, -1.843], [1.559, 0.707, -0.778], [1.680, 2.200, -0.985], [1.937, 3.007, 0.623], [3.551, 2.485, 1.218], [-0.036, 0.205, -2.358], [1.600, -0.281, -2.625], [0.523, -1.054, -1.289], [2.594, 0.269, -0.556], [0.969, 0.538, 0.141], [1.027, 2.764, -1.613], [2.664, 2.311, -1.510], [4.226, 2.244, 0.408], [4.077, 3.400, 1.545], [3.437, 1.751, 1.955], [-1.462, -4.177, 0.661], [-0.854, -2.786, 0.428], [-1.544, -3.380, 0.127], [-5.016, 1.947, 1.098], [-3.533, 1.642, 1.523], [-4.108, 1.937, 0.811], [1.186, 0.703, 4.055], [0.924, 2.293, 4.029], [0.543, 1.420, 3.961], [-3.041, -2.603, -3.596], [-1.593, -2.895, -2.930], [-2.306, -2.215, -3.108], [-1.129, 1.233, 3.661], [-2.045, 2.343, 4.026], [-1.976, 1.632, 3.392], [-1.489, 0.080, 1.749], [-2.481, -0.589, 0.628], [-1.586, -0.514, 1.012], [-1.308, -4.499, -2.096], [0.081, -4.721, -2.065], [-0.527, -4.111, -2.520], [1.950, -2.488, 0.912], [0.795, -1.909, 1.733], [1.241, -2.726, 1.523], [-0.590, 4.564, -1.407], [-0.153, 4.582, -2.865], [-0.922, 4.692, -2.309], [-3.307, -1.110, -1.191], [-3.652, -2.284, -0.357], [-3.717, -1.321, -0.330], [-0.667, 0.778, -4.500], [-0.853, -0.711, -4.188], [-0.563, -0.095, -4.872], [-2.400, 2.113, -1.241], [-1.225, 1.843, -0.216], [-1.484, 2.378, -0.976], [2.771, -1.491, 3.503], [1.157, -1.714, 3.297], [1.867, -1.340, 3.789], [4.548, -1.698, 0.721], [4.081, -2.931, 1.212], [3.724, -2.270, 0.582]]}

---

{"formula": "C4H39NO15", "method": "the ωB97M-V functional and the def2-TZVPD basis", "e_homo_ev": -9.251, "symbols": ["C", "N", "C", "O", "C", "C", "H", "H", "H", "H", "H", "H", "H", "H", "H", "H", "H", "H", "H", "O", "H", "H", "O", "H", "H", "O", "H", "H", "O", "H", "H", "O", "H", "H", "O", "H", "H", "O", "H", "H", "O", "H", "H", "O", "H", "H", "O", "H", "H", "O", "H", "H", "O", "H", "H", "O", "H", "H", "O"], "positions_angstrom": [[-0.018, -3.508, -0.198], [-0.816, -2.316, -0.564], [-1.246, -2.334, -1.944], [-0.187, -1.607, -2.701], [0.150, -3.734, 1.350], [-1.085, -3.435, 2.188], [0.983, -3.423, -0.720], [-0.513, -4.517, -0.544], [-1.471, -1.979, 0.102], [-1.267, -3.253, -2.474], [-2.065, -1.766, -2.259], [-0.428, -0.799, -3.145], [0.466, -4.772, 1.753], [0.877, -2.889, 1.676], [-1.753, -4.237, 2.077], [-1.725, -2.571, 1.992], [-0.832, -3.216, 3.219], [4.088, 1.045, -1.157], [2.539, 1.318, -0.834], [3.433, 1.748, -1.084], [-0.864, 1.788, -3.707], [-1.868, 0.747, -3.026], [-1.297, 0.855, -3.871], [0.666, 0.153, -0.090], [0.544, 1.638, -0.098], [1.161, 0.977, 0.266], [0.170, -2.008, 4.218], [0.127, -1.927, 5.727], [-0.362, -2.331, 5.056], [2.800, 0.973, -3.926], [3.182, 1.887, -2.672], [2.940, 1.868, -3.618], [2.118, 1.072, 2.503], [2.230, 2.470, 3.201], [1.762, 1.635, 3.220], [2.620, 4.266, -1.323], [2.570, 3.387, -0.164], [2.099, 4.219, -0.384], [-3.633, -1.614, 1.726], [-3.168, -0.202, 1.447], [-3.247, -1.040, 1.093], [-0.415, 3.094, -1.832], [0.555, 3.523, -0.709], [-0.236, 2.980, -0.822], [-3.283, 0.704, -0.854], [-2.658, 1.933, -1.247], [-3.318, 1.276, -1.639], [0.074, 1.734, 4.274], [-1.160, 2.675, 4.563], [-0.924, 1.801, 4.504], [-2.160, -0.346, 4.344], [-1.751, 0.696, 3.280], [-2.341, -0.072, 3.448], [1.020, -0.546, -2.602], [2.148, -1.217, -3.060], [2.038, -0.331, -2.793], [1.360, 2.530, -3.471], [0.797, 3.845, -4.165], [0.575, 3.152, -3.529]]}

---

{"formula": "C4H3Br", "method": "the ωB97M-V functional and the def2-TZVPD basis", "e_homo_ev": -10.446, "symbols": ["C", "C", "C", "C", "Br", "H", "H", "H"], "positions_angstrom": [[1.595, -0.404, -0.189], [2.666, 0.060, -0.671], [0.270, -0.599, -0.209], [-0.620, 0.415, 0.409], [-2.530, 0.409, -0.501], [-0.089, -1.553, -0.777], [-0.299, 1.407, 0.453], [-0.993, 0.266, 1.485]]}

---

{"formula": "C4H3Br2NO", "method": "the ωB97M-V functional and the def2-TZVPD basis", "e_homo_ev": -10.061, "symbols": ["C", "C", "C", "C", "N", "O", "Br", "Br", "H", "H", "H"], "positions_angstrom": [[-0.012, -0.207, -0.359], [-0.752, -1.122, 1.288], [-0.048, 0.285, 1.092], [0.450, 0.410, -1.648], [-0.549, -1.374, -0.158], [-1.249, -1.700, 2.152], [-1.230, 1.831, 1.403], [1.651, 0.523, 1.966], [1.452, 0.320, -1.574], [0.159, 1.358, -1.648], [0.129, -0.324, -2.515]]}

---

{"formula": "C4H3Br2NO4", "method": "the ωB97M-V functional and the def2-TZVPD basis", "e_homo_ev": [-9.908, -9.908], "symbols": ["C", "O", "C", "O", "C", "O", "Br", "H", "H", "H", "O", "N", "C", "Br"], "positions_angstrom": [[-1.373, -1.846, -1.211], [-0.346, -1.372, -0.154], [-0.706, -0.315, 0.458], [-1.716, 0.338, 0.412], [0.394, 0.037, 1.506], [0.260, 0.731, 2.426], [2.145, -0.882, 1.239], [-2.369, -1.699, -0.768], [-1.151, -2.856, -1.378], [-1.247, -1.115, -2.028], [0.746, 3.479, 1.062], [1.296, 2.701, 0.345], [1.580, 1.694, -0.195], [2.487, 1.103, -1.713]]}

---

{"formula": "C4H3BrCl2O3", "method": "the ωB97M-V functional and the def2-TZVPD basis", "e_homo_ev": -10.297, "symbols": ["O", "C", "Cl", "C", "C", "O", "Br", "C", "O", "Cl", "H", "H", "H"], "positions_angstrom": [[-1.044, -2.411, 0.414], [-0.060, -1.932, -0.039], [1.536, -2.589, 0.073], [-0.013, -0.626, -0.797], [-0.646, 0.453, 0.105], [-0.164, 0.613, 1.262], [-0.481, 2.190, -0.980], [-2.367, 0.146, 0.251], [-2.961, 0.245, 1.281], [-2.885, -0.288, -1.288], [1.103, -0.472, -0.933], [-0.513, -0.672, -1.742], [-0.686, 1.208, 1.838]]}

---

{"formula": "C4H3Cl2F", "method": "the ωB97M-V functional and the def2-TZVPD basis", "e_homo_ev": -9.133, "symbols": ["C", "C", "Cl", "C", "C", "F", "Cl", "H", "H", "H"], "positions_angstrom": [[1.862, 0.487, 0.056], [0.759, -0.227, -0.036], [0.949, -1.923, -0.076], [-0.650, 0.362, -0.051], [-1.823, -0.255, -0.050], [-2.965, 0.437, -0.059], [-2.067, -1.929, 0.038], [1.826, 1.577, 0.063], [2.820, 0.039, 0.179], [-0.711, 1.432, -0.063]]}

---

{"formula": "C4H3Cl2InN5O3Sc", "method": "the ωB97M-V functional and the def2-TZVPD basis", "e_homo_ev": [-24.412, -23.822], "charge": 4, "symbols": ["Sc", "In", "Cl", "Cl", "C", "C", "C", "O", "O", "O", "N", "N", "N", "C", "N", "N", "H", "H", "H"], "positions_angstrom": [[0.577, -2.654, -4.181], [-1.822, 0.087, -0.531], [1.209, -4.046, -5.909], [0.516, 0.702, -0.802], [-0.843, -1.122, 1.514], [-1.311, -1.456, -4.218], [-0.587, -3.157, -2.624], [0.182, -1.616, 1.738], [-2.341, -1.025, -3.881], [-1.419, -3.218, -1.834], [1.605, 1.434, 3.721], [0.838, 1.675, 2.554], [0.963, 2.870, 1.923], [-0.122, 2.865, 1.137], [-0.875, 1.766, 1.285], [-0.291, 1.020, 2.235], [1.578, 0.405, 3.878], [2.557, 1.763, 3.481], [-0.413, 3.708, 0.515]]}

---

{"formula": "C4H3Cl2O3S2", "method": "the ωB97M-V functional and the def2-TZVPD basis", "e_homo_ev": -5.180, "charge": -1, "symbols": ["O", "S", "O", "O", "C", "Cl", "C", "C", "C", "Cl", "S", "H", "H", "H"], "positions_angstrom": [[0.923, -1.790, 2.467], [2.093, -1.779, 1.606], [2.771, -3.071, 1.595], [2.870, -0.568, 1.846], [1.268, -1.384, -0.021], [2.617, -1.314, -1.229], [0.362, -0.120, -0.075], [-0.981, -0.476, -0.587], [-1.188, -1.779, -0.813], [-2.541, -2.522, -1.514], [0.224, -2.810, -0.496], [0.886, 0.666, -0.583], [0.426, 0.181, 0.911], [-1.714, 0.133, -0.954]]}

---

{"formula": "C4H3Cl2O5S", "method": "the ωB97M-V functional and the def2-TZVPD basis", "e_homo_ev": -5.582, "charge": -1, "symbols": ["O", "C", "O", "C", "C", "Cl", "C", "O", "S", "O", "O", "Cl", "H", "H", "H"], "positions_angstrom": [[0.665, 1.266, 2.260], [0.055, 0.573, 1.475], [-0.941, -0.290, 1.764], [-1.474, -0.912, 0.567], [-1.153, 0.072, -0.547], [-0.826, -0.899, -2.052], [0.166, 0.645, -0.019], [0.618, 1.803, -0.587], [1.737, 0.443, -0.750], [1.790, 0.224, -2.135], [2.965, 0.826, -0.002], [1.814, -1.602, -0.067], [-2.484, -1.060, 0.629], [-0.964, -1.790, 0.440], [-1.968, 0.701, -0.976]]}

---

{"formula": "C4H3ClF2", "method": "the ωB97M-V functional and the def2-TZVPD basis", "e_homo_ev": [-7.825, -9.802], "multiplicity": 3, "symbols": ["C", "C", "C", "C", "F", "F", "Cl", "H", "H", "H"], "positions_angstrom": [[0.676, -1.495, 0.030], [1.030, -0.243, -0.183], [-0.043, 0.852, 0.140], [-1.345, 0.086, 0.033], [-1.856, -0.159, -1.145], [-2.336, 0.292, 0.875], [2.648, 0.323, -0.289], [0.931, -2.432, -0.212], [0.130, 0.922, 1.190], [0.166, 1.854, -0.439]]}

---

{"formula": "C4H3ClF2N2O", "method": "the ωB97M-V functional and the def2-TZVPD basis", "e_homo_ev": [-10.384, -10.384], "symbols": ["C", "C", "C", "C", "N", "N", "O", "F", "F", "Cl", "H", "H", "H"], "positions_angstrom": [[3.424, -1.901, 0.084], [0.771, 1.264, -0.327], [4.142, -0.809, -0.306], [-0.081, 1.113, 1.007], [2.789, -2.851, -0.044], [4.237, 0.349, -0.053], [1.733, 0.555, -0.541], [3.453, 1.313, 1.118], [4.883, 1.378, -0.653], [-1.743, 0.707, 0.490], [0.418, 1.867, -1.095], [-0.086, 2.134, 1.584], [0.231, 0.444, 1.849]]}